1.
{
  "formula": "C6H9NO",
  "method": "ωB97M-V/def2-TZVPD",
  "mol_weight_g_mol": 111.144,
  "max_force_ev_per_a": 7.71,
  "energy_ha": -363.73257,
  "e_lumo_ev": 0.95,
  "de_lowest_kcal_mol": 183.0,
  "orbital_gap_ev": 9.9,
  "elements": ["C", "C", "C", "C", "C", "C", "H", "H", "H", "H", "H", "H", "H", "H", "H", "N", "O"],
  "positions_angstrom": [[2.0012, 0.6499, 0.4759], [0.5062, -0.7008, -0.0370], [-1.0305, -0.9319, -0.1587], [-1.5351, -0.2787, 0.9604], [-1.1440, 0.9905, 0.1589], [0.5657, 0.8581, -0.1538], [2.1551, 0.1513, 1.5893], [2.9470, 1.2607, 0.0902], [2.5830, -1.2518, 0.0693], [0.4998, -0.9778, 1.0632], [-1.5890, -1.7975, -0.3421], [-1.4162, -0.4047, 2.1188], [-2.5888, -0.2233, 0.8861], [-1.6559, 1.9678, 0.0839], [0.6163, 1.4626, -1.1271], [2.0371, -0.7130, -0.5166], [-1.4989, 0.1601, -1.0362]]
}

---

2.
{
  "formula": "C6H8O2",
  "method": "ωB97M-V/def2-TZVPD",
  "mol_weight_g_mol": 112.128,
  "max_force_ev_per_a": 3.16,
  "energy_ha": -383.80965,
  "e_lumo_ev": 0.88,
  "de_lowest_kcal_mol": 63.0,
  "orbital_gap_ev": 10.3,
  "elements": ["C", "C", "C", "C", "C", "C", "H", "H", "H", "H", "H", "H", "H", "H", "O", "O"],
  "positions_angstrom": [[0.9335, -0.8071, -0.5435], [1.4641, 0.6524, -0.4286], [0.4833, 1.5221, -0.4115], [-0.9020, 0.9200, -0.1789], [-0.9426, 0.1023, 1.1143], [-0.5182, -0.5704, -0.2712], [1.3415, -1.2835, 1.3141], [1.1559, -1.4025, -1.4373], [2.4969, 0.9032, -0.5574], [0.3995, 2.5339, -0.1956], [-1.8250, 1.3851, -0.4313], [-1.8990, -0.2221, 1.5045], [-0.1963, 0.4989, 1.8405], [-2.1613, -1.0872, -1.0744], [1.5785, -1.5975, 0.4557], [-1.4090, -1.5479, -0.6993]]
}

---

3.
{
  "formula": "CH5NOP2",
  "method": "ωB97M-V/def2-TZVPD",
  "mol_weight_g_mol": 109.005,
  "max_force_ev_per_a": 4.12,
  "energy_ha": -853.60368,
  "e_lumo_ev": [0.37, -0.73],
  "de_lowest_kcal_mol": 108.8,
  "orbital_gap_ev": [8.7, 7.9],
  "elements": ["C", "N", "O", "P", "P", "H", "H", "H", "H", "H"],
  "positions_angstrom": [[-0.8276, -1.0772, 1.4570], [0.5724, 0.0761, -0.5088], [0.6276, 0.7464, -1.6267], [-1.3583, -0.8321, -0.2385], [1.7764, 1.9775, -1.6549], [0.1663, -1.3862, 1.5919], [-0.8139, -0.0749, 1.9296], [-1.5196, -1.8832, 1.9041], [0.7277, 2.9247, -1.7408], [1.7942, 2.3329, -3.0746]]
}

---

4.
{
  "formula": "C3H7N2O2",
  "method": "ωB97M-V/def2-TZVPD",
  "mol_weight_g_mol": 103.101,
  "max_force_ev_per_a": 4.11,
  "total_charge": 1,
  "energy_ha": -378.12747,
  "e_lumo_ev": [-4.40, -4.40],
  "de_lowest_kcal_mol": 79.3,
  "orbital_gap_ev": [9.4, 9.4],
  "elements": ["C", "C", "C", "N", "N", "O", "O", "H", "H", "H", "H", "H", "H", "H"],
  "positions_angstrom": [[-0.8582, -0.8547, -0.3588], [0.1752, 1.1697, -0.3346], [1.4313, -0.9087, 0.4396], [-2.0039, -0.3829, 0.0799], [0.3202, -0.1144, -0.2425], [-2.1820, 0.7458, 0.4546], [1.2140, 1.9364, -0.0626], [-0.9525, -1.8064, -0.9886], [-0.6103, 1.5224, -0.8816], [2.2407, -0.2065, 0.5443], [1.7661, -1.8006, -0.2026], [1.1315, -1.1038, 1.5314], [-2.7039, -1.0569, 0.2243], [1.0318, 2.8605, -0.2026]]
}

---

5.
{
  "formula": "C11H11Cl3N4O6SSr",
  "method": "ωB97M-V/def2-TZVPD",
  "mol_weight_g_mol": 521.277,
  "max_force_ev_per_a": 2.56,
  "energy_ha": -2905.43119,
  "e_lumo_ev": -0.86,
  "de_lowest_kcal_mol": 38.4,
  "orbital_gap_ev": 7.2,
  "elements": ["Sr", "O", "Cl", "O", "O", "O", "Cl", "C", "Cl", "H", "H", "O", "N", "N", "O", "C", "C", "C", "C", "C", "C", "H", "H", "H", "H", "H", "S", "C", "N", "C", "C", "C", "N", "H", "H", "H", "H"],
  "positions_angstrom": [[1.2182, 0.0043, 0.6809], [2.6129, -0.7092, 4.3391], [2.3517, -0.2626, 3.0119], [3.2862, 0.7419, 2.5592], [0.9937, 0.3095, 2.9068], [2.4126, -1.3867, 2.0632], [1.7718, -2.3052, -1.1745], [1.6508, -3.7604, -0.1310], [0.3513, -3.6431, 1.0523], [2.5907, -3.8608, 0.3936], [1.4539, -4.6010, -0.7806], [0.1869, 0.7501, -1.1832], [-0.9498, 0.2716, -1.4902], [-1.4390, -0.5143, -0.6021], [-0.8285, -0.7867, 0.5322], [-2.7063, -1.1555, -0.8800], [-3.4080, -0.9023, -2.0499], [-4.6172, -1.5459, -2.2572], [-5.1177, -2.4362, -1.3124], [-4.3974, -2.6766, -0.1540], [-3.1864, -2.0328, 0.0699], [-3.0074, -0.2142, -2.7803], [-5.1743, -1.3456, -3.1640], [-6.0654, -2.9326, -1.4787], [-4.7747, -3.3692, 0.5874], [-2.6135, -2.1963, 0.9695], [3.6596, 0.8999, -0.6910], [2.9593, 2.3265, -0.1982], [3.5420, 3.5405, -0.5017], [2.9671, 4.7343, -0.2595], [1.7666, 4.7864, 0.3620], [1.2259, 3.5505, 0.7540], [1.7848, 2.3910, 0.5109], [4.4244, 3.4802, -0.9920], [3.5174, 5.6092, -0.5748], [1.2650, 5.7208, 0.5545], [0.2929, 3.5207, 1.3079]]
}

---

6.
{
  "formula": "C5H7NOS",
  "method": "ωB97M-V/def2-TZVPD",
  "mol_weight_g_mol": 129.184,
  "max_force_ev_per_a": 2.69,
  "energy_ha": -722.72795,
  "e_lumo_ev": 0.49,
  "de_lowest_kcal_mol": 119.3,
  "orbital_gap_ev": 8.9,
  "elements": ["C", "C", "C", "C", "C", "N", "O", "S", "H", "H", "H", "H", "H", "H", "H"],
  "positions_angstrom": [[-2.0218, -0.8619, -0.0858], [-0.8113, -1.4180, -0.0250], [0.3890, -1.9925, -0.1988], [-0.5538, 1.4790, -0.3837], [0.5076, 1.0369, 0.6757], [1.7699, 0.7637, 0.3615], [2.3281, 0.7979, -0.7830], [-2.1793, 0.8660, -0.1288], [-3.0216, -1.2093, -0.0005], [1.1476, -2.0503, 0.5777], [0.7260, -2.3961, -1.1640], [-0.7548, 2.5518, -0.2688], [-0.1483, 1.3971, -1.4534], [0.3265, 0.8158, 1.7328], [2.2962, 0.2198, 1.1440]]
}

---

7.
{
  "formula": "C17H12Cl3F3NO6Rb",
  "method": "ωB97M-V/def2-TZVPD",
  "mol_weight_g_mol": 575.105,
  "max_force_ev_per_a": 0.85,
  "total_charge": -2,
  "energy_ha": -2865.64388,
  "e_lumo_ev": 4.09,
  "de_lowest_kcal_mol": 24.0,
  "orbital_gap_ev": 4.1,
  "elements": ["Rb", "O", "C", "O", "C", "C", "C", "C", "C", "N", "C", "O", "O", "H", "H", "H", "H", "Cl", "C", "Cl", "H", "H", "Cl", "C", "C", "C", "C", "C", "C", "C", "H", "H", "H", "H", "H", "H", "F", "C", "F", "F", "C", "O", "O"],
  "positions_angstrom": [[1.1201, 0.6210, 0.0555], [-2.6012, -2.9544, 0.9998], [-1.5393, -2.1592, 0.6919], [-1.6801, -1.0385, 0.2988], [-0.2161, -2.8582, 0.9237], [-0.1506, -4.0058, 1.6812], [1.1087, -4.5528, 1.9073], [2.2090, -3.9467, 1.3456], [2.0441, -2.7891, 0.5782], [0.8400, -2.2474, 0.3871], [3.2949, -2.1344, -0.0579], [4.2735, -2.9010, -0.1392], [3.1764, -0.9406, -0.4002], [-3.3590, -2.3555, 0.9121], [-1.0470, -4.4287, 2.1084], [1.2148, -5.4354, 2.5271], [3.2138, -4.3257, 1.4615], [-1.9663, 0.5076, -5.0738], [-0.5813, 0.6245, -3.9267], [-0.6515, -0.6001, -2.6651], [-0.5927, 1.5938, -3.4379], [0.3236, 0.4751, -4.5007], [-0.6261, -2.0340, 4.5323], [0.3653, -0.6399, 4.0554], [1.7318, -0.7403, 4.2042], [2.5782, 0.3280, 3.9132], [1.9652, 1.5163, 3.4733], [0.6077, 1.6193, 3.3064], [-0.3194, 0.5276, 3.5624], [-1.6767, 0.6300, 3.3456], [2.1405, -1.6810, 4.5579], [3.6520, 0.2264, 3.9817], [2.5815, 2.3758, 3.2276], [0.1811, 2.5535, 2.9560], [-2.0819, 1.5387, 2.9157], [-2.3433, -0.2068, 3.5011], [2.9405, 4.5245, -2.3340], [1.8365, 3.8198, -2.6199], [0.9921, 4.6685, -3.2520], [2.1940, 2.8906, -3.5387], [1.1661, 3.1482, -1.3828], [1.7651, 3.2607, -0.3066], [0.1097, 2.5448, -1.6780]]
}